The following is a quantum chemistry calculation of a molecular structure, C43H45IN6O4P2S3W in a non-equilibrium geometry, from the OMol25 dataset.

Geometry (Å):
W (0.37876, 0.28880, -0.04558)
N (2.46687, 0.14639, -1.06817)
N (2.40211, 0.84396, -2.29195)
C (1.14823, 1.23629, -2.73363)
O (0.90598, 1.59635, -3.83976)
O (0.24148, 1.22479, -1.72105)
H (3.24796, 0.51565, -0.52907)
H (2.60733, -0.85583, -1.23144)
H (3.07616, 0.59981, -3.00474)
C (-3.35144, -1.27789, 1.29829)
C (-2.24381, -1.12927, 2.33879)
P (-1.01264, 0.21135, 2.16433)
C (-0.18255, 0.12216, 3.80844)
C (-0.24708, -1.01011, 4.61579)
C (0.27755, -0.99571, 5.90340)
C (0.87152, 0.15199, 6.40145)
C (0.92649, 1.29321, 5.61118)
C (0.40077, 1.27897, 4.33242)
C (-1.84746, 1.79147, 2.48216)
C (-1.39678, 2.94622, 1.86441)
C (-1.87424, 4.19240, 2.24988)
C (-2.83839, 4.28029, 3.24111)
C (-3.30885, 3.12431, 3.85776)
C (-2.79857, 1.88895, 3.49958)
C (-2.87084, -1.35153, -0.14483)
P (-2.32088, 0.27304, -0.76161)
C (-2.40878, 0.21870, -2.57030)
C (-2.23629, 1.40805, -3.27231)
C (-2.38604, 1.42729, -4.64816)
C (-2.71924, 0.26359, -5.32746)
C (-2.90554, -0.92110, -4.62988)
C (-2.74736, -0.94615, -3.25281)
C (-3.88377, 1.24017, -0.45729)
C (-4.08806, 2.36065, 0.33188)
C (-5.36215, 2.89292, 0.49824)
C (-6.45382, 2.30821, -0.11566)
C (-6.25989, 1.19810, -0.92834)
C (-4.99261, 0.67587, -1.10519)
H (-4.08157, -0.47558, 1.42245)
H (-3.88157, -2.20447, 1.52683)
H (-1.65908, -2.05324, 2.38969)
H (-2.69544, -0.98751, 3.32344)
H (-0.72687, -1.91228, 4.26640)
H (0.19425, -1.87601, 6.52644)
H (1.26537, 0.16687, 7.40823)
H (1.36121, 2.20316, 6.00233)
H (0.41016, 2.19476, 3.75253)
H (-0.68748, 2.88484, 1.04958)
H (-1.51104, 5.08564, 1.75947)
H (-3.22581, 5.24537, 3.53771)
H (-4.06161, 3.19106, 4.63134)
H (-3.14497, 1.00519, 4.02021)
H (-3.68245, -1.71913, -0.77337)
H (-2.04390, -2.05208, -0.24287)
H (-1.98972, 2.32331, -2.74749)
H (-2.24550, 2.35101, -5.19150)
H (-2.84087, 0.28308, -6.40179)
H (-3.18226, -1.82706, -5.15317)
H (-2.91684, -1.87378, -2.71964)
H (-3.26599, 2.86678, 0.80584)
H (-5.48862, 3.77476, 1.11188)
H (-7.44486, 2.71865, 0.01911)
H (-7.09584, 0.74286, -1.44129)
H (-4.87742, -0.16833, -1.77177)
C (1.14462, -4.18975, 4.19221)
N (1.36451, -3.27071, 3.07709)
C (0.71862, -3.14325, 1.92177)
S (1.38017, -1.92499, 0.81107)
N (-0.26691, -3.89624, 1.50862)
C (-0.82018, -5.13135, 2.06981)
H (1.57557, -3.72559, 5.07593)
H (1.63000, -5.15038, 4.02814)
H (0.08357, -4.33714, 4.36988)
H (2.18317, -2.68833, 3.14329)
H (-0.63316, -3.64079, 0.57741)
H (-1.60598, -4.92103, 2.79419)
H (-0.04429, -5.73982, 2.52241)
H (-1.24780, -5.68514, 1.23700)
I (1.53488, 3.74981, -0.27336)
C (2.35337, 2.49655, 1.15337)
C (3.43022, 3.02764, 1.84617)
C (4.06808, 2.27080, 2.81667)
C (3.57545, 1.01116, 3.08661)
C (2.48410, 0.55596, 2.37500)
N (1.87193, 1.24620, 1.39027)
H (3.76457, 4.02578, 1.60835)
H (4.92333, 2.66765, 3.34582)
H (4.00736, 0.37562, 3.84602)
H (2.08494, -0.42400, 2.56495)
O (-3.25136, -4.56661, -1.87805)
S (-1.86279, -4.91762, -1.91960)
O (-1.41172, -6.10935, -1.26886)
N (-1.00883, -3.61803, -1.30374)
C (-0.42593, -2.95421, -2.24549)
S (0.33881, -1.43597, -2.11059)
C (-0.49849, -3.57415, -3.60526)
C (0.03968, -3.14270, -4.80467)
C (-0.16604, -3.93085, -5.93084)
C (-0.89888, -5.11168, -5.85882)
C (-1.46015, -5.53556, -4.65778)
C (-1.23816, -4.74271, -3.55318)
H (0.59775, -2.21803, -4.86368)
H (0.24739, -3.62101, -6.88028)
H (-1.03765, -5.70892, -6.74908)
H (-2.03892, -6.44635, -4.59568)

Computed properties:
Electronic energy, hartree: -4536.67692
LUMO (alpha / beta), eV: -6.3 / -6.0
Gap between HOMO and LUMO (alpha / beta), eV: 6.7 / 6.9
Total charge: +2
ΔE to the lowest compared entry with this formula, charge and spin, kcal per mole: 24.4